# 1
52
Properties=species:S:1:pos:R:3 method="wB97M-V/def2-TZVPD" de_lowest_kcal_mol=54.9 charge=0
O -3.071 -2.164 6.571
O -2.483 -4.811 2.486
O 3.885 -0.447 -0.411
O -0.974 -0.674 5.789
O -1.075 5.657 -2.763
O -0.063 -3.744 2.040
O 0.737 4.861 -4.779
O 4.639 1.752 -1.784
O 1.096 4.450 0.061
O 0.463 2.200 1.645
O -1.067 1.060 -1.009
O -1.098 -4.297 -0.447
O 0.246 0.208 -3.420
C 0.017 1.458 -3.156
C 1.771 3.252 -0.044
C -0.643 4.442 -2.797
C -1.163 -1.611 5.069
C -1.518 -3.032 -2.616
C 0.184 3.969 -3.863
C 0.380 -2.422 -0.979
C -0.794 -3.296 -1.227
C -0.934 1.867 -2.153
C 0.643 2.538 -4.012
C 3.202 0.735 -0.338
C -2.447 -2.382 5.314
C 1.406 2.115 0.778
C 2.144 1.017 0.695
C -2.095 -3.997 3.243
C -0.336 -2.222 4.035
C -2.900 -3.497 4.359
C -0.831 -3.341 3.128
C -1.254 3.468 -1.979
C 2.805 3.147 -1.006
C 3.560 1.836 -1.143
H -1.608 -3.798 -3.267
H -3.943 -4.110 4.590
H 0.694 -2.023 0.090
H 1.253 2.279 -4.834
H 1.139 -3.065 -1.417
H 0.759 5.692 -4.245
H -0.633 -2.459 -3.321
H -3.590 -2.706 6.932
H 3.005 3.786 -1.949
H 0.361 -1.517 -1.407
H 0.234 4.175 0.588
H -0.622 -4.090 1.406
H -1.748 1.315 -0.404
H -1.578 3.660 -1.011
H 2.009 0.243 1.436
H 0.532 -1.696 3.860
H 3.798 -1.248 0.218
H -2.495 -2.531 -2.550

=====

# 2
66
Properties=species:S:1:pos:R:3 method="wB97M-V/def2-TZVPD" charge=-2 spin_multiplicity=2 energy_ev=-128596.4118 s_squared=0.7696
Sb -2.971 -3.003 -0.590
Pd 0.409 0.757 0.115
S -1.813 1.038 0.149
S -3.836 2.823 -1.004
S -4.877 5.256 -2.369
S 0.318 3.777 -0.206
S -2.058 5.029 -1.469
F 0.974 0.000 4.403
F -1.408 -1.964 -0.281
F -3.060 -3.484 1.232
F -1.884 -4.524 -0.940
F -4.521 -4.041 -0.936
F 1.067 -0.727 2.206
F -2.883 -2.552 -2.434
F 1.339 1.488 2.669
F -4.042 -1.474 -0.270
F -0.716 0.536 2.920
O 1.003 1.412 -2.760
O 4.434 0.162 -1.027
O -0.736 -0.054 -2.479
O 2.420 -2.561 -6.330
O 4.087 -1.360 -5.711
O 2.432 0.698 -0.232
N 3.064 -1.978 -5.475
C 0.610 0.927 -3.984
C -0.436 0.034 -3.808
C 1.125 1.211 -5.223
C 0.350 0.159 -8.834
C 0.136 3.803 1.597
C 1.016 2.390 -7.983
C -2.172 2.579 -0.483
C 1.114 0.880 -7.723
C 1.392 -2.676 -3.812
C -0.485 -0.338 -6.133
C 3.124 -1.090 -3.189
C 3.222 -0.006 -0.957
C -1.003 -0.626 -4.867
C 2.510 -1.911 -4.114
C -1.348 3.652 -0.687
C 2.584 0.448 -7.797
C 1.489 -1.789 -1.577
C 2.588 -1.006 -1.908
C -3.661 4.407 -1.659
C 0.557 0.566 -6.333
C 0.896 -2.623 -2.521
B 0.668 0.304 3.086
B 0.195 0.753 -1.833
H 3.998 -0.509 -3.444
H -1.802 -1.339 -4.713
H 3.004 0.701 -8.775
H -0.706 0.437 -8.843
H -0.348 4.730 1.900
H 3.186 0.940 -7.032
H 2.681 -0.629 -7.649
H 0.779 0.431 -9.801
H 1.148 3.750 1.992
H 1.618 2.960 -7.275
H 0.933 -3.289 -4.572
H 1.372 2.624 -8.990
H 0.421 -0.925 -8.731
H -0.018 2.731 -7.894
H -0.919 -0.850 -6.980
H 1.078 -1.755 -0.574
H 1.952 1.903 -5.321
H 0.030 -3.207 -2.248
H -0.400 2.930 1.957

=====

# 3
58
Properties=species:S:1:pos:R:3 method="wB97M-V/def2-TZVPD" de_lowest_kcal_mol=78.3 charge=+1 spin_multiplicity=2 s_squared=0.7531
Ir 0.335 0.451 -0.415
I -0.204 -4.585 -3.450
S 2.970 -0.133 -1.593
F -0.484 2.239 -2.002
F -2.124 3.328 -3.217
F -2.503 2.763 -1.009
F -1.013 4.401 -1.487
O 2.561 1.178 -1.032
O 2.598 -1.177 -0.342
O 1.997 -0.544 -2.557
O 4.365 -0.284 -1.830
N -3.205 0.122 1.633
N 1.518 0.952 1.279
N 2.882 2.487 2.100
N -0.548 2.547 0.792
N -1.174 -0.223 0.852
N -0.841 -0.653 -1.881
C 4.978 1.073 2.084
C -4.066 -2.259 1.459
C -1.990 -0.257 -2.432
C 0.565 3.233 1.422
C 3.161 -0.944 0.946
C 2.723 0.380 1.463
C -3.145 -1.230 1.315
C -1.593 2.069 1.691
C -1.852 -1.439 0.823
C 3.620 1.316 1.976
C -0.371 -1.861 -2.209
C -2.322 -3.753 0.666
C -2.683 -1.038 -3.341
C -1.410 -2.725 0.527
C -1.017 -2.707 -3.090
C 5.462 -0.148 1.561
C 1.658 2.235 1.629
C -2.194 -2.283 -3.694
C -3.631 -3.524 1.110
C -2.015 0.671 1.343
C 4.651 -1.073 0.991
B -1.568 3.222 -1.992
H 5.068 -1.977 0.571
H 2.723 -1.768 1.532
H 5.655 1.813 2.488
H -3.994 0.628 2.002
H 0.914 4.027 0.756
H -2.715 -2.910 -4.403
H 3.218 3.387 2.407
H -2.393 0.689 -2.111
H 6.526 -0.337 1.592
H -2.451 2.744 1.729
H -0.391 -2.922 0.223
H -4.308 -4.361 1.204
H -5.062 -2.083 1.838
H 0.552 -2.167 -1.738
H -3.600 -0.653 -3.760
H 0.293 3.698 2.378
H -0.935 3.138 0.062
H -1.179 1.988 2.702
H -2.012 -4.764 0.440

=====

# 4
52
Properties=species:S:1:pos:R:3 method="wB97M-V/def2-TZVPD" de_lowest_kcal_mol=0.0 charge=+1
Ni -0.167 0.534 0.683
O -1.769 -1.695 -0.482
O -1.689 -1.738 1.798
O -0.970 2.624 0.739
N 0.844 3.874 0.161
N 1.806 0.842 0.661
N 0.200 0.466 -1.201
N -0.316 0.239 -3.456
N 0.189 0.413 2.585
N -1.184 4.861 0.645
N 2.437 0.770 -0.553
C -3.645 -4.829 1.366
C 3.667 0.548 -4.604
C 2.681 0.360 -5.575
C -3.091 -3.785 -0.755
C 1.354 0.253 -5.216
C 1.510 0.432 2.897
C -0.655 0.303 -2.171
C -0.452 3.725 0.535
C 1.567 0.594 -1.496
C -2.989 -3.836 2.088
C -3.695 -4.805 -0.024
C -0.707 0.381 3.568
C 2.401 0.500 1.739
C -2.397 -2.833 1.355
C 1.950 0.366 4.208
C -2.447 -2.809 -0.029
C 1.986 0.519 -2.888
C 1.010 0.320 5.226
C 1.014 0.334 -3.869
C -0.336 0.341 4.903
C 3.325 0.626 -3.272
B -1.295 -1.035 0.659
H -2.142 4.761 0.926
H -2.946 -3.847 3.168
H 1.328 0.272 6.259
H -3.125 -3.760 -1.835
H 1.276 4.778 0.105
H 1.436 3.063 0.206
H 0.583 0.109 -5.962
H 3.009 0.364 4.425
H 3.441 0.194 1.781
H 4.075 0.765 -2.507
H -1.100 0.307 5.665
H -1.701 0.205 -1.925
H 4.703 0.629 -4.903
H 2.959 0.298 -6.618
H -0.804 5.780 0.516
H -4.214 -5.595 -0.549
H -1.744 0.365 3.267
H -1.041 0.092 -4.141
H -4.126 -5.638 1.898

=====

Number 1: maximum force 13.57 eV Å⁻¹. Number 2: maximum force 0.85 eV Å⁻¹. Number 3: maximum force 3.13 eV Å⁻¹. Number 4: maximum force 0.71 eV Å⁻¹.